The following is a DFT calculation (wB97M-V/def2-TZVPD) of a single C23H21N3O6S molecule at a distorted geometry.

## Properties
- HOMO: -8.6 eV
- SMILES string: COc1ccccc1CNS(=O)(=O)c1cc(CN2C(=O)c3cccnc3C2=O)ccc1OC
- E_LUMO: -0.6 eV
- HOMO-LUMO gap: 0.2962 hartree
- Charge: 0

Cartesian coordinates (Å):
C1 -0.207 -2.293 -2.101
O1 -1.076 -1.186 -2.100
C2 -2.143 -1.184 -1.263
C3 -2.426 -2.192 -0.347
C4 -3.548 -2.108 0.460
C5 -4.409 -1.033 0.355
C6 -4.128 -0.025 -0.553
C7 -3.001 -0.076 -1.356
C8 -2.673 1.073 -2.276
N1 -2.324 2.283 -1.559
S1 -0.807 2.337 -0.889
O2 0.146 2.024 -1.913
O3 -0.702 3.601 -0.226
C9 -0.703 1.050 0.363
C10 0.382 0.206 0.341
C11 0.566 -0.731 1.351
C12 1.783 -1.624 1.366
N2 2.937 -0.948 0.821
C13 3.389 -1.132 -0.478
O4 2.949 -1.944 -1.251
C14 4.496 -0.162 -0.645
C15 5.324 0.126 -1.712
C16 6.273 1.122 -1.503
C17 6.343 1.755 -0.268
N3 5.549 1.478 0.759
C18 4.648 0.543 0.556
C19 3.622 0.044 1.520
O5 3.390 0.357 2.654
C20 -0.380 -0.802 2.363
C21 -1.481 0.037 2.382
C22 -1.649 0.993 1.383
O6 -2.675 1.872 1.305
C23 -3.597 1.929 2.373
H1 -0.725 -3.205 -2.418
H2 0.578 -2.052 -2.815
H3 0.248 -2.452 -1.121
H4 -1.777 -3.047 -0.255
H5 -3.750 -2.899 1.167
H6 -5.297 -0.982 0.968
H7 -4.796 0.820 -0.644
H8 -1.805 0.831 -2.889
H9 -3.525 1.300 -2.924
H10 -3.002 2.577 -0.872
H11 1.068 0.310 -0.485
H12 2.010 -1.924 2.393
H13 1.625 -2.520 0.756
H14 5.234 -0.395 -2.653
H15 6.952 1.405 -2.292
H16 7.074 2.530 -0.083
H17 -0.256 -1.520 3.160
H18 -2.191 -0.050 3.188
H19 -4.278 2.742 2.129
H20 -4.158 0.993 2.460
H21 -3.096 2.150 3.319